Entry 1:
{"formula": "C4H8O4", "method": "ωB97M-V with the def2-TZVPD basis set", "symbols": ["O", "O", "O", "O", "C", "C", "C", "C", "H", "H", "H", "H", "H", "H", "H", "H"], "xyz": [[2.222019, -0.180712, 2.372494], [-1.623252, 1.110717, -1.891878], [0.067053, -0.684739, 2.660978], [0.489018, 0.459328, -2.324393], [1.163833, -0.417227, 1.872729], [0.850080, -0.578592, 0.333828], [-0.489240, 0.139437, -0.075109], [-0.738520, 0.147499, -1.550552], [0.384573, -0.544550, 3.518617], [-2.116588, 1.277205, -1.117097], [-1.083267, -0.848834, -2.015441], [0.338457, 1.364665, -2.516734], [1.774211, -0.457929, -0.292857], [-0.536812, 1.148472, 0.267851], [-1.329316, -0.304671, 0.584417], [0.627752, -1.630067, 0.173147]], "forces_ev_per_angstrom": [[0.2, 0.3, -0.2], [-0.7, 0.9, -1.3], [-0.3, 0.0, -2.9], [-1.2, -1.7, 1.6], [-0.8, -0.8, -1.3], [-0.1, -0.1, 0.8], [0.3, -1.4, 1.9], [1.9, -2.5, -2.3], [0.7, 0.3, 2.5], [-1.2, 0.8, 1.1], [0.6, 1.1, 1.1], [0.1, 1.5, -0.5], [-1.1, 0.8, 0.7], [0.6, 1.1, 0.1], [1.1, 0.1, -1.5], [0.0, -0.4, 0.3]], "smiles": "O=C(O)CCC(O)O", "orbital_gap_ev": 11.08, "homo_energy_ev": -10.49, "relative_energy_ev": 1.909, "e_lumo_ha": 0.0217}

***

Entry 2:
{"formula": "C4H8O4", "method": "ωB97M-V with the def2-TZVPD basis set", "symbols": ["O", "O", "O", "O", "C", "C", "C", "C", "H", "H", "H", "H", "H", "H", "H", "H"], "xyz": [[-0.007679, -1.918375, -0.825221], [-1.701640, -0.945144, 0.380150], [0.821441, -0.980339, 1.182872], [1.852431, -1.921704, 0.879330], [-0.299721, -1.057892, 0.032853], [-0.305344, 1.371778, 1.044691], [0.000972, 0.415417, -0.039430], [0.272215, 0.930960, -1.391113], [-0.222020, 1.878308, -1.595693], [-2.157939, -1.606359, -0.163655], [1.364842, 1.019662, -1.459669], [0.010305, 0.229563, -2.183724], [0.616674, 1.800032, 1.454134], [-0.837025, 0.930220, 1.880995], [-0.852758, 2.250524, 0.693368], [1.445245, -2.396652, 0.110111]], "forces_ev_per_angstrom": [[0.1, 0.4, 0.3], [0.5, -0.8, 0.7], [0.2, -0.5, -0.1], [-0.5, 0.4, 0.2], [-1.1, 1.1, -0.7], [0.2, 0.1, 0.6], [-0.9, -0.2, -0.9], [0.9, -0.2, -0.2], [0.3, 0.2, 0.3], [0.3, -0.1, 0.2], [0.0, 0.4, -0.2], [-0.1, -0.3, 0.3], [0.2, -0.2, -0.2], [0.0, -0.2, -0.1], [-0.1, -0.3, -0.3], [-0.2, 0.2, 0.0]], "orbital_gap_ev": [8.32, 8.32], "homo_energy_ev": [-9.29, -9.29], "relative_energy_ev": 7.096, "e_lumo_ha": [-0.0357, -0.0357]}

***

Copy entry 2 word for word.
{"formula": "C4H8O4", "method": "ωB97M-V with the def2-TZVPD basis set", "symbols": ["O", "O", "O", "O", "C", "C", "C", "C", "H", "H", "H", "H", "H", "H", "H", "H"], "xyz": [[-0.007679, -1.918375, -0.825221], [-1.701640, -0.945144, 0.380150], [0.821441, -0.980339, 1.182872], [1.852431, -1.921704, 0.879330], [-0.299721, -1.057892, 0.032853], [-0.305344, 1.371778, 1.044691], [0.000972, 0.415417, -0.039430], [0.272215, 0.930960, -1.391113], [-0.222020, 1.878308, -1.595693], [-2.157939, -1.606359, -0.163655], [1.364842, 1.019662, -1.459669], [0.010305, 0.229563, -2.183724], [0.616674, 1.800032, 1.454134], [-0.837025, 0.930220, 1.880995], [-0.852758, 2.250524, 0.693368], [1.445245, -2.396652, 0.110111]], "forces_ev_per_angstrom": [[0.1, 0.4, 0.3], [0.5, -0.8, 0.7], [0.2, -0.5, -0.1], [-0.5, 0.4, 0.2], [-1.1, 1.1, -0.7], [0.2, 0.1, 0.6], [-0.9, -0.2, -0.9], [0.9, -0.2, -0.2], [0.3, 0.2, 0.3], [0.3, -0.1, 0.2], [0.0, 0.4, -0.2], [-0.1, -0.3, 0.3], [0.2, -0.2, -0.2], [0.0, -0.2, -0.1], [-0.1, -0.3, -0.3], [-0.2, 0.2, 0.0]], "orbital_gap_ev": [8.32, 8.32], "homo_energy_ev": [-9.29, -9.29], "relative_energy_ev": 7.096, "e_lumo_ha": [-0.0357, -0.0357]}